Record 1
Entry from the Open Molecules 2025 dataset: C21H32AuBO3 as an isolated structure (ωB97M-V/def2-TZVPD).

Properties
frontier orbital gap (spin up / spin down): 2.8 / 4.1 eV
HOMO energy (spin up / spin down): 1.7 / 0.3 eV
<S²>: 2.01
spin multiplicity: 3
net charge: -2

Geometry (Å):
Au  -0.058  -0.417  0.647
C  1.969  0.485  1.338
C  2.135  -0.487  0.226
C  2.349  0.292  -0.967
H  2.386  -1.532  0.363
C  2.255  1.662  -0.646
C  2.045  1.805  0.750
H  2.013  2.737  1.298
H  2.053  0.239  2.388
H  2.635  -0.116  -1.933
H  2.411  2.484  -1.343
C  -2.179  0.188  0.796
C  -1.735  1.502  1.252
C  -1.576  2.320  0.126
H  -1.620  1.799  2.308
C  -1.911  1.580  -1.042
C  -2.279  0.264  -0.652
H  -2.661  -0.513  -1.308
H  -2.660  -0.576  1.419
H  -1.310  3.388  0.127
H  -1.969  1.978  -2.054
O  -0.046  -1.385  -1.291
C  -0.295  -0.516  -4.240
C  0.418  -1.934  -4.014
C  0.505  0.663  -3.870
C  -1.756  -0.566  -4.036
C  0.441  -2.247  -2.321
H  1.477  -1.886  -4.356
H  -0.188  -2.731  -4.491
H  -0.129  -3.171  -2.180
H  1.474  -2.415  -2.049
H  0.423  1.021  -4.912
H  1.570  0.493  -3.607
H  0.101  1.444  -3.180
H  -1.899  -0.571  -5.133
H  -2.218  0.351  -3.604
H  -2.264  -1.460  -3.590
C  2.260  -3.319  4.225
C  0.875  -3.261  3.613
C  0.365  -4.688  3.433
O  1.022  -2.681  2.309
B  -0.004  -1.783  2.182
O  -0.898  -1.750  3.227
C  -0.175  -2.326  4.324
C  -1.188  -3.010  5.217
C  0.467  -1.190  5.126
H  2.889  -3.993  3.631
H  2.211  -3.717  5.246
H  2.744  -2.335  4.249
H  1.053  -5.244  2.784
H  0.334  -5.205  4.401
H  -0.636  -4.717  2.984
H  -0.686  -3.452  6.085
H  -1.907  -2.272  5.589
H  -1.742  -3.796  4.693
H  1.223  -0.629  4.556
H  -0.316  -0.483  5.434
H  0.937  -1.583  6.037

Want to see where the charge sits? The Mulliken charges in e are:
1. Au 3.245
2. C -0.392
3. C -1.010
4. C -0.600
5. H 0.560
6. C -0.562
7. C -0.890
8. H 0.318
9. H 0.476
10. H 0.630
11. H 0.352
12. C -0.798
13. C -0.577
14. C -0.820
15. H 0.355
16. C -0.096
17. C -0.512
18. H 0.162
19. H 0.601
20. H 0.277
21. H 0.542
22. O -0.516
23. C 0.801
24. C -1.070
25. C -0.920
26. C -1.317
27. C -1.215
28. H 0.355
29. H 0.413
30. H 0.372
31. H 0.324
32. H 0.486
33. H 0.116
34. H 0.052
35. H 0.540
36. H 0.184
37. H 0.164
38. C -1.968
39. C 1.995
40. C -2.145
41. O -1.104
42. B 0.053
43. O -1.214
44. C 1.663
45. C -1.975
46. C -1.835
47. H 0.464
48. H 0.379
49. H 0.286
50. H 0.525
51. H 0.344
52. H 0.318
53. H 0.349
54. H 0.483
55. H 0.340
56. H 0.153
57. H 0.498
58. H 0.359

=====

Record 2
Entry from the Open Molecules 2025 dataset: a 5-piece molecular cluster, C21H32BCl13F2N2O8P overall (ωB97M-V/def2-TZVPD).

Properties
frontier orbital gap: 6.9 eV
HOMO energy: -5.0 eV
net charge: -1

Geometry (Å):
C  6.062  -1.270  -1.309
C  4.656  -1.847  -1.879
C  3.572  -1.670  -0.704
C  2.053  -1.434  -1.258
O  1.472  -0.434  -0.386
C  0.047  -0.290  -0.580
C  -0.099  1.236  -1.132
C  0.646  1.441  -2.547
C  0.448  2.918  -3.180
O  1.529  3.818  -2.788
C  1.316  4.258  -1.406
O  -0.582  -1.027  -1.672
B  -1.986  -1.350  -1.364
C  -2.050  -2.971  -1.682
C  -3.413  -3.476  -2.363
O  -3.496  -3.809  -3.579
F  -4.587  -3.580  -1.537
P  -3.376  -0.681  -2.575
O  -2.742  -0.675  -4.194
Cl  -3.875  1.330  -2.137
O  -2.130  -0.855  0.011
C  -0.858  -0.694  0.729
C  -1.094  0.399  1.871
C  0.239  0.969  2.553
C  0.227  2.526  3.029
N  1.344  0.299  2.810
C  -0.666  -2.217  1.290
O  0.481  -2.764  1.242
N  -1.777  -3.060  1.832
C  -2.279  -2.580  3.136
O  -1.719  -2.794  4.237
F  -3.499  -1.789  3.199
H  6.940  -1.899  -1.711
H  6.139  -1.327  -0.160
H  6.139  -0.161  -1.581
H  4.818  -2.957  -2.171
H  4.261  -1.248  -2.784
H  3.618  -2.507  0.082
H  3.836  -0.689  -0.144
H  2.107  -1.118  -2.363
H  1.532  -2.450  -1.220
H  0.430  1.897  -0.345
H  -1.208  1.573  -1.152
H  0.336  0.691  -3.352
H  1.772  1.295  -2.359
H  -0.604  3.325  -2.990
H  0.532  2.778  -4.338
H  1.870  3.517  -0.707
H  0.195  4.120  -1.152
H  1.619  5.344  -1.230
H  -1.214  -3.181  -2.454
H  -1.831  -3.651  -0.788
H  -3.263  -1.371  -4.672
H  -1.802  0.081  2.710
H  -1.604  1.302  1.351
H  -0.845  2.926  2.925
H  1.017  3.155  2.498
H  0.427  2.482  4.171
H  1.191  -0.671  2.483
H  -2.606  -3.074  1.208
C  -6.661  -1.890  1.239
Cl  -7.531  -2.622  -0.117
Cl  -4.980  -1.564  0.798
Cl  -7.466  -0.403  1.764
H  -6.667  -2.594  2.069
C  -0.351  5.268  6.386
Cl  0.803  6.338  7.196
Cl  -0.955  6.015  4.900
Cl  0.392  3.701  6.035
H  -1.195  5.105  7.054
C  2.374  4.469  -6.869
Cl  1.223  5.417  -5.918
Cl  3.894  5.353  -7.072
Cl  2.667  2.900  -6.105
H  1.943  4.298  -7.854
C  0.857  -5.204  5.837
Cl  1.529  -4.282  7.191
Cl  0.910  -4.252  4.350
Cl  1.730  -6.732  5.633
H  -0.183  -5.432  6.062

Want to see where the charge sits? The Mulliken charges in e are:
1. C -1.028
2. C -0.178
3. C -0.715
4. C 0.170
5. O -0.115
6. C 0.065
7. C -0.342
8. C -0.189
9. C -0.489
10. O -0.365
11. C -0.565
12. O -0.584
13. B 0.620
14. C -0.026
15. C 0.023
16. O -0.594
17. F -0.209
18. P -0.009
19. O -0.585
20. Cl -0.383
21. O -0.245
22. C 1.571
23. C -1.236
24. C 0.661
25. C -0.715
26. N -0.746
27. C -0.456
28. O -0.443
29. N -0.009
30. C 0.507
31. O -0.468
32. F -0.208
33. H 0.311
34. H 0.268
35. H 0.277
36. H 0.270
37. H 0.247
38. H 0.320
39. H 0.263
40. H 0.115
41. H 0.090
42. H -0.048
43. H -0.072
44. H 0.323
45. H 0.085
46. H 0.231
47. H 0.249
48. H 0.147
49. H 0.280
50. H 0.304
51. H 0.106
52. H 0.355
53. H 0.313
54. H 0.482
55. H 0.249
56. H 0.334
57. H 0.256
58. H -0.139
59. H 0.412
60. H 0.343
61. C -0.060
62. Cl -0.135
63. Cl 0.059
64. Cl -0.161
65. H 0.273
66. C 0.037
67. Cl -0.132
68. Cl -0.123
69. Cl -0.126
70. H 0.295
71. C 0.008
72. Cl -0.100
73. Cl -0.141
74. Cl -0.080
75. H 0.312
76. C 0.001
77. Cl -0.139
78. Cl -0.004
79. Cl -0.144
80. H 0.272

=====

Record 3
Entry from the Open Molecules 2025 dataset: a 2-piece molecular cluster, C21H32Br2N2O5P2 overall (ωB97M-V/def2-TZVPD).

Properties
ΔE to the lowest compared entry with this formula, charge and spin: 9.6 kcal per mole
frontier orbital gap: 4.7 eV
HOMO energy: -12.2 eV
net charge: +2

Geometry (Å):
C  4.036  -2.839  3.191
C  3.598  -1.709  4.105
O  2.500  -0.989  3.578
C  2.821  0.104  2.773
C  1.798  1.192  2.959
O  0.553  0.877  2.353
C  -0.473  0.457  3.247
C  -1.782  1.118  2.900
O  -2.378  0.612  1.710
C  -3.053  -0.607  1.889
P  -4.885  -0.330  2.142
C  -5.466  -2.079  1.855
C  -6.784  -2.372  2.507
O  -7.750  -1.641  2.548
Br  -6.867  -4.172  3.291
P  -4.975  0.183  4.257
O  -6.546  -0.060  4.534
Br  -4.042  -1.592  5.313
H  4.559  -2.424  2.335
H  4.694  -3.519  3.718
H  3.177  -3.407  2.853
H  3.298  -2.102  5.069
H  4.454  -1.059  4.283
H  3.794  0.535  3.022
H  2.867  -0.172  1.713
H  1.698  1.425  4.014
H  2.189  2.090  2.472
H  -0.564  -0.625  3.185
H  -0.253  0.692  4.285
H  -1.620  2.174  2.722
H  -2.461  1.022  3.745
H  -2.654  -1.202  2.708
H  -2.988  -1.172  0.965
H  -4.705  -2.776  2.187
H  -5.589  -2.208  0.784
H  -6.837  0.472  5.279
C  3.515  -0.860  -8.035
N  2.852  -0.295  -6.832
C  1.565  -0.600  -6.598
C  0.919  -0.123  -5.483
C  1.606  0.682  -4.577
C  2.934  0.992  -4.853
C  3.533  0.492  -5.988
C  0.951  1.188  -3.344
C  1.488  0.910  -2.092
C  0.881  1.413  -0.960
N  -0.218  2.172  -1.056
C  -0.770  2.438  -2.249
C  -0.208  1.959  -3.408
C  -0.832  2.722  0.175
H  2.952  -0.563  -8.915
H  3.535  -1.943  -7.941
H  4.527  -0.476  -8.096
H  1.075  -1.236  -7.321
H  -0.114  -0.397  -5.322
H  3.510  1.629  -4.197
H  4.560  0.711  -6.237
H  2.370  0.295  -1.980
H  1.250  1.213  0.037
H  -1.662  3.049  -2.247
H  -0.670  2.205  -4.354
H  -1.856  2.362  0.240
H  -0.800  3.809  0.127
H  -0.255  2.354  1.019

Want to see where the charge sits? The Mulliken charges in e are:
1. C -1.125
2. C -0.355
3. O -0.285
4. C -0.407
5. C -0.920
6. O -0.011
7. C -0.340
8. C -0.341
9. O 0.044
10. C -0.774
11. P -0.061
12. C -0.598
13. C 0.276
14. O -0.430
15. Br -0.153
16. P -0.011
17. O -0.319
18. Br -0.201
19. H 0.283
20. H 0.404
21. H 0.296
22. H 0.351
23. H 0.323
24. H 0.448
25. H 0.153
26. H 0.552
27. H 0.385
28. H 0.152
29. H 0.532
30. H 0.327
31. H -0.044
32. H 0.359
33. H 0.325
34. H 0.510
35. H 0.407
36. H 0.356
37. C -0.862
38. N -0.015
39. C -0.350
40. C -0.641
41. C 0.588
42. C -0.721
43. C -0.107
44. C 0.822
45. C -0.904
46. C 0.072
47. N 0.137
48. C -0.369
49. C -0.635
50. C -0.678
51. H 0.380
52. H 0.378
53. H 0.276
54. H 0.489
55. H 0.522
56. H 0.520
57. H 0.402
58. H 0.525
59. H 0.270
60. H 0.526
61. H 0.550
62. H 0.515
63. H 0.410
64. H -0.211

=====

Record 4
Entry from the Open Molecules 2025 dataset: C21H32GeI2N2O3PS2Tm as an isolated structure (ωB97M-V/def2-TZVPD).

Properties
ΔE to the lowest compared entry with this formula, charge and spin: 0.0 kcal per mole
frontier orbital gap (spin up / spin down): 3.4 / 6.9 eV
HOMO energy (spin up / spin down): -1.3 / -4.8 eV
<S²>: 3.77
spin multiplicity: 4
net charge: -1

Geometry (Å):
Tm  0.002  0.270  -0.146
I  2.126  -0.636  -7.761
C  1.321  -0.070  -5.904
C  1.652  1.157  -5.338
C  1.119  1.493  -4.104
I  1.503  3.363  -3.241
C  0.254  0.660  -3.388
O  -0.177  0.942  -2.178
C  -0.082  -0.562  -3.994
C  -0.869  -1.562  -3.180
N  -0.211  -1.772  -1.870
C  -0.735  -2.912  -1.120
C  0.042  -2.991  0.147
C  -0.194  -4.040  1.046
C  0.618  -4.135  2.147
C  1.638  -3.217  2.397
C  1.771  -2.154  1.494
N  0.926  -1.991  0.453
C  0.428  -0.915  -5.255
H  2.323  1.821  -5.868
H  -0.975  -2.524  -3.719
H  -1.862  -1.167  -2.973
H  0.771  -1.993  -2.060
H  -0.705  -3.873  -1.692
H  -1.808  -2.739  -0.900
H  -1.000  -4.745  0.873
H  0.460  -4.954  2.844
H  2.304  -3.327  3.263
H  2.546  -1.400  1.629
H  0.187  -1.869  -5.713
C  -2.928  -1.853  4.602
C  -3.621  -1.567  3.300
O  -3.394  -0.140  3.030
P  -2.222  0.378  2.043
S  -2.596  -0.306  0.140
S  -0.377  -0.022  2.681
O  -2.359  1.991  2.030
C  -3.471  2.618  1.324
C  -2.924  3.509  0.245
H  -3.096  -2.872  4.940
H  -3.295  -1.181  5.385
H  -1.852  -1.713  4.496
H  -4.708  -1.697  3.331
H  -3.276  -2.166  2.448
H  -4.055  3.147  2.087
H  -4.115  1.818  0.931
H  -2.216  4.213  0.680
H  -3.710  4.056  -0.286
H  -2.383  2.894  -0.484
C  3.762  3.608  0.277
Ge  2.486  2.216  0.650
C  3.020  0.719  -0.535
C  2.790  1.703  2.497
C  0.579  2.557  0.419
H  4.769  3.200  0.299
H  3.707  4.392  1.031
H  3.550  4.001  -0.708
H  3.876  0.182  -0.099
H  3.290  1.172  -1.491
H  2.290  -0.071  -0.777
H  3.872  1.641  2.680
H  2.313  0.760  2.768
H  2.363  2.454  3.161
H  0.430  3.323  -0.348
H  0.126  2.880  1.363

Want to see where the charge sits? The Mulliken charges in e are:
1. Tm 0.207
2. I 0.009
3. C -0.258
4. C -0.456
5. C -0.072
6. I 0.053
7. C 0.257
8. O -0.394
9. C 0.731
10. C -0.994
11. N 0.094
12. C -1.098
13. C 0.655
14. C -0.863
15. C -0.519
16. C -0.804
17. C -0.276
18. N 0.308
19. C -0.827
20. H 0.377
21. H 0.319
22. H 0.316
23. H 0.218
24. H 0.421
25. H 0.283
26. H 0.400
27. H 0.335
28. H 0.356
29. H 0.267
30. H 0.350
31. C -0.940
32. C -0.181
33. O -0.435
34. P 1.099
35. S -0.601
36. S -0.646
37. O -0.353
38. C -0.411
39. C -0.735
40. H 0.392
41. H 0.278
42. H 0.205
43. H 0.287
44. H 0.197
45. H 0.322
46. H 0.381
47. H 0.257
48. H 0.418
49. H -0.031
50. C -1.178
51. Ge 0.648
52. C -0.990
53. C -1.134
54. C -0.775
55. H 0.369
56. H 0.368
57. H 0.232
58. H 0.383
59. H 0.367
60. H 0.358
61. H 0.346
62. H 0.251
63. H 0.331
64. H 0.192
65. H 0.337

=====

no.,largest force on an atom (eV Å⁻¹)
1,5.61
2,5.93
3,2.87
4,3.01